a.
Entry from the Open Molecules 2025 dataset: an isolated ion of composition C2H3N2O2 and charge -1 (wB97M-V/def2-TZVPD).

Each line ends with the natural charge from an NBO analysis.
Element x y z (Å)
C (-0.390, -0.441, 0.055)  -0.363
C (0.346, 0.764, -0.649)  -0.204
N (-0.281, 1.867, -0.670)  -0.103
N (-0.643, -1.971, -0.245)  0.135
O (0.107, -2.537, -1.061)  -0.336
O (0.180, 2.976, -1.126)  -0.667
H (0.105, -0.549, 1.033)  0.194
H (-1.408, -0.090, 0.254)  0.212
H (1.355, 0.592, -1.034)  0.132

Frontier orbital gap = 0.2169 hartree
SMILES string = O=NC/C=N/[O-]
Total charge = -1


b.
Entry from the Open Molecules 2025 dataset: an isolated ion of composition C2H3N2O2 and charge -1 (wB97M-V/def2-TZVPD).

Each line ends with the natural charge from an NBO analysis.
Element x y z (Å)
C (-0.763, 0.920, -0.644)  -0.039
C (0.693, -0.051, -0.545)  -0.211
N (-1.788, 0.911, -0.021)  -0.625
N (-0.219, -1.303, 1.313)  0.300
O (-0.280, -1.341, 2.557)  -0.422
O (0.784, -0.555, 0.737)  -0.387
H (-0.510, 1.662, -1.327)  0.061
H (0.489, -0.756, -1.374)  0.155
H (1.596, 0.514, -0.695)  0.167

Frontier orbital gap (alpha / beta) = 0.2299 / 0.2299 hartree
Total charge = -1


Referenced to the most stable arrangement, the calculated values in eV are a 0.000; b 0.410.


a.
Entry from the Open Molecules 2025 dataset: a 2-piece molecular cluster, C2H3N2O2 overall (wB97M-V/def2-TZVPD).

Each line ends with the natural charge from an NBO analysis.
Element x y z (Å)
C (0.462, -1.064, -0.408)  -0.715
C (-1.317, -0.096, 1.783)  0.491
N (0.578, 0.097, -1.187)  -0.292
N (1.443, 0.906, -1.092)  0.125
O (1.543, 1.836, -1.892)  -0.624
O (-1.430, -0.786, 2.692)  -0.560
H (1.109, -0.947, 0.413)  0.139
H (-0.634, -0.937, 0.011)  0.108
H (-0.192, 0.093, -1.884)  0.328

Frontier orbital gap (alpha / beta) = 0.2123 / 0.2123 hartree
Total charge = -1


b.
Entry from the Open Molecules 2025 dataset: a 2-piece molecular cluster, C2H3N2O2 overall (wB97M-V/def2-TZVPD).

Each line ends with the natural charge from an NBO analysis.
Element x y z (Å)
C (-0.196, -0.657, -0.118)  -0.305
C (1.127, -0.579, -0.034)  -0.317
N (-2.274, 0.681, -0.507)  -0.051
N (1.685, 0.647, 0.241)  0.079
O (2.935, 0.566, 0.352)  -0.460
O (-2.882, 0.560, 0.562)  -0.430
H (-0.706, -1.585, -0.037)  0.123
H (1.971, -1.322, -0.047)  0.129
H (-1.661, 1.690, -0.411)  0.231

Frontier orbital gap = 0.2734 hartree
Total charge = -1


c.
Entry from the Open Molecules 2025 dataset: a 2-piece molecular cluster, C2H3N2O2 overall (wB97M-V/def2-TZVPD).

Each line ends with the natural charge from an NBO analysis.
Element x y z (Å)
C (-0.770, -1.312, -1.490)  1.045
C (0.723, 0.365, 0.633)  -0.107
N (-0.371, 1.340, 0.638)  -0.575
N (-0.511, -0.126, 0.825)  -0.655
O (0.318, -1.064, -1.821)  -0.582
O (-1.886, -1.624, -1.510)  -0.579
H (1.452, 0.241, -0.223)  0.120
H (1.457, 0.355, 1.533)  0.050
H (-0.413, 1.825, 1.416)  0.284

Frontier orbital gap = 0.2022 hartree
Total charge = -1


d.
Entry from the Open Molecules 2025 dataset: an isolated ion of composition C2H3N2O2 and charge -1 (wB97M-V/def2-TZVPD).

Each line ends with the natural charge from an NBO analysis.
Element x y z (Å)
C (-1.791, 0.324, -0.124)  -0.545
C (-0.574, -0.239, 0.060)  -0.027
N (0.775, 0.668, -0.057)  -0.478
N (1.897, -0.045, -0.041)  0.580
O (2.913, 0.589, 0.007)  -0.504
O (1.893, -1.301, -0.084)  -0.598
H (-2.757, -0.168, 0.327)  0.175
H (-2.029, 1.436, -0.266)  0.192
H (-0.326, -1.263, 0.178)  0.205

Frontier orbital gap = 0.2982 hartree
SMILES string = C=CN=[N+]([O-])[O-]
Total charge = -1


Referenced to the most stable arrangement, the calculated values in eV are a 1.780; b 4.305; c 0.000; d 1.262.


a.
Entry from the Open Molecules 2025 dataset: a 2-piece molecular cluster, C4H13NO overall (wB97M-V/def2-TZVPD).

Each line ends with the natural charge from an NBO analysis.
Element x y z (Å)
C (-0.352, 1.392, 1.506)  -0.652
C (0.131, 1.166, 0.113)  -0.080
N (-0.669, 0.415, -2.687)  -1.155
H (0.392, 1.524, 2.341)  0.213
H (-0.630, 0.348, 1.710)  0.194
H (-1.223, 2.040, 1.668)  0.224
H (-0.743, 0.941, -0.498)  0.180
H (0.523, 2.233, -0.146)  0.189
H (0.167, 0.208, -2.166)  0.386
H (-1.533, 0.216, -2.211)  0.375
H (-0.561, 1.007, -3.585)  0.397
C (1.180, -1.110, 0.658)  -0.082
O (1.252, 0.232, 0.018)  -0.571
C (-0.084, -1.927, 0.371)  -0.662
H (2.110, -1.544, 0.191)  0.205
H (1.419, -0.867, 1.756)  0.181
H (-0.009, -2.631, -0.421)  0.224
H (-0.500, -2.386, 1.331)  0.221
H (-0.871, -1.256, 0.052)  0.214

Frontier orbital gap = 0.3689 hartree
SMILES string = CCOCC.N


b.
Entry from the Open Molecules 2025 dataset: a 2-piece molecular cluster, C4H13NO overall (wB97M-V/def2-TZVPD).

Each line ends with the natural charge from an NBO analysis.
Element x y z (Å)
C (-1.636, 0.124, 0.318)  -0.422
N (-0.581, -0.397, -0.598)  -0.673
C (0.672, -2.327, 0.532)  -0.665
C (0.783, -0.838, -0.133)  -0.013
C (1.480, 0.095, 0.837)  -0.640
H (-1.241, 1.180, 0.589)  0.196
H (-1.698, -0.386, 1.216)  0.170
H (-2.612, 0.180, -0.089)  0.207
H (-0.978, -1.030, -1.285)  0.364
H (1.628, -2.677, 1.048)  0.209
H (0.448, -3.063, -0.350)  0.207
H (-0.129, -2.550, 1.347)  0.214
H (1.393, -0.942, -1.121)  0.191
H (1.003, -0.349, 1.722)  0.215
H (0.994, 1.074, 0.743)  0.207
H (2.541, 0.020, 0.757)  0.229
H (0.219, 2.742, -0.552)  0.468
H (-0.982, 2.337, -1.569)  0.495
O (-0.539, 2.989, -0.949)  -0.958

Frontier orbital gap = 0.3470 hartree
SMILES string = CNC(C)C.O


Referenced to the most stable arrangement, the calculated values in eV are a 0.152; b 0.000.


a.
Entry from the Open Molecules 2025 dataset: a 2-piece molecular cluster, C4H13NO overall (wB97M-V/def2-TZVPD).

Each line ends with the natural charge from an NBO analysis.
Element x y z (Å)
C (0.376, 1.919, -0.658)  -0.640
C (1.415, 0.728, -0.580)  -0.060
N (-5.042, 1.117, 3.002)  -1.067
H (-0.197, 1.902, -1.672)  0.221
H (-0.265, 1.736, 0.202)  0.212
H (0.698, 2.957, -0.302)  0.220
H (1.707, 0.726, 0.465)  0.165
H (2.297, 0.914, -1.320)  0.163
H (-5.382, 2.104, 3.151)  0.351
H (-5.961, 0.680, 2.847)  0.356
H (-4.638, 0.812, 3.909)  0.361
C (1.292, -1.816, -0.667)  -0.055
O (0.747, -0.509, -0.905)  -0.574
C (2.412, -2.112, -1.627)  -0.636
H (0.466, -2.568, -0.832)  0.194
H (1.786, -1.897, 0.298)  0.161
H (2.868, -2.974, -1.143)  0.206
H (3.321, -1.399, -1.516)  0.208
H (2.099, -2.320, -2.652)  0.214

Frontier orbital gap = 0.3910 hartree
SMILES string = CCOCC.N


b.
Entry from the Open Molecules 2025 dataset: a 2-piece molecular cluster, C4H13NO overall (wB97M-V/def2-TZVPD).

Each line ends with the natural charge from an NBO analysis.
Element x y z (Å)
C (-0.795, 1.376, -0.431)  -0.423
N (-0.578, -0.041, -0.169)  -0.672
C (1.420, -1.173, -1.124)  -0.616
C (0.678, -0.714, 0.161)  -0.031
C (1.554, 0.207, 0.989)  -0.623
H (0.199, 1.828, -0.563)  0.187
H (-1.420, 1.567, -1.298)  0.214
H (-1.254, 1.882, 0.435)  0.182
H (-0.999, -0.587, -0.913)  0.365
H (2.120, -1.980, -0.930)  0.210
H (0.601, -1.532, -1.748)  0.199
H (1.948, -0.318, -1.553)  0.202
H (0.501, -1.612, 0.755)  0.185
H (1.947, 1.025, 0.384)  0.200
H (1.020, 0.600, 1.862)  0.214
H (2.424, -0.272, 1.447)  0.218
H (-3.563, -0.504, 1.382)  0.462
H (-2.430, 0.226, 0.707)  0.484
O (-3.373, 0.020, 0.607)  -0.957

Frontier orbital gap = 0.3532 hartree
SMILES string = CNC(C)C.O


c.
Entry from the Open Molecules 2025 dataset: a 2-piece molecular cluster, C4H13NO overall (wB97M-V/def2-TZVPD).

Each line ends with the natural charge from an NBO analysis.
Element x y z (Å)
C (-0.781, -0.655, -1.825)  -0.645
C (-0.159, 0.481, -1.024)  -0.232
N (-0.076, 0.065, 0.408)  -0.646
C (0.986, 0.589, 1.215)  -0.214
C (2.012, -0.513, 1.626)  -0.622
H (-0.035, -1.190, -2.412)  0.215
H (-1.334, -1.317, -1.168)  0.231
H (-1.562, -0.340, -2.529)  0.226
H (-0.683, 1.450, -0.930)  0.179
H (0.863, 0.627, -1.374)  0.185
H (-0.031, -0.945, 0.463)  0.354
H (0.682, 1.028, 2.170)  0.179
H (1.584, 1.365, 0.707)  0.180
H (2.910, -0.097, 2.082)  0.215
H (2.360, -1.102, 0.763)  0.197
H (1.480, -1.234, 2.249)  0.201
H (-2.893, 0.552, 0.599)  0.470
H (-2.252, 0.806, -0.689)  0.462
O (-3.071, 0.431, -0.332)  -0.934

Frontier orbital gap = 0.3629 hartree
SMILES string = CCNCC.O


Referenced to the most stable arrangement, the calculated values in eV are a 1.058; b 0.000; c 0.231.


a.
Entry from the Open Molecules 2025 dataset: a 2-piece molecular cluster, C4H13NO overall (wB97M-V/def2-TZVPD).

Each line ends with the natural charge from an NBO analysis.
Element x y z (Å)
C (0.593, -2.100, 1.590)  -0.440
N (0.542, -1.394, 0.272)  -0.627
C (-0.654, 0.493, 1.460)  -0.635
C (0.355, 0.060, 0.399)  -0.040
C (1.722, 0.749, 0.639)  -0.636
H (0.666, -1.484, 2.477)  0.190
H (-0.224, -2.823, 1.665)  0.191
H (1.409, -2.823, 1.473)  0.193
H (1.428, -1.633, -0.152)  0.354
H (-0.697, 1.557, 1.242)  0.222
H (-1.548, -0.141, 1.467)  0.223
H (-0.417, 0.379, 2.520)  0.205
H (-0.017, 0.406, -0.567)  0.180
H (1.645, 1.812, 0.907)  0.206
H (2.311, 0.287, 1.431)  0.207
H (2.308, 0.830, -0.282)  0.208
H (-1.777, 1.395, -3.206)  0.480
H (-2.548, 1.515, -4.629)  0.480
O (-2.273, 1.935, -3.814)  -0.960

Frontier orbital gap = 0.3494 hartree
SMILES string = CNC(C)C.O


b.
Entry from the Open Molecules 2025 dataset: a 2-piece molecular cluster, C4H13NO overall (wB97M-V/def2-TZVPD).

Each line ends with the natural charge from an NBO analysis.
Element x y z (Å)
N (-0.253, 0.171, 1.035)  -0.437
C (-1.527, -0.472, 0.807)  -0.418
C (0.567, -0.727, 1.819)  -0.429
C (-0.096, 1.771, -0.882)  -0.613
C (0.420, 0.463, -0.266)  -0.258
H (-1.992, -0.558, 1.804)  0.197
H (-1.375, -1.486, 0.400)  0.160
H (-2.219, 0.074, 0.143)  0.202
H (1.602, -0.379, 1.663)  0.195
H (0.546, -1.825, 1.714)  0.171
H (0.258, -0.465, 2.845)  0.202
H (0.551, 2.058, -1.728)  0.199
H (-0.145, 2.617, -0.175)  0.219
H (-1.110, 1.574, -1.266)  0.199
H (0.381, -0.389, -0.971)  0.200
H (1.486, 0.689, -0.070)  0.171
O (0.601, -1.183, -2.363)  -0.913
H (1.124, -0.560, -2.917)  0.478
H (1.180, -1.376, -1.592)  0.474

Frontier orbital gap = 0.3357 hartree
SMILES string = CCN(C)C.O


Referenced to the most stable arrangement, the calculated values in eV are a 0.000; b 0.666.


a.
Entry from the Open Molecules 2025 dataset: a 2-piece molecular cluster, CH6S3 overall (wB97M-V/def2-TZVPD).

Each line ends with the natural charge from an NBO analysis.
Element x y z (Å)
S (2.245, -1.530, -1.012)  -0.284
H (2.508, -1.736, -2.314)  0.148
H (0.944, -1.694, -1.259)  0.137
C (-0.148, 0.959, 1.262)  -0.757
S (-1.934, 0.654, 1.280)  0.097
S (-2.442, 0.769, -0.763)  -0.136
H (0.378, 0.284, 0.591)  0.222
H (0.263, 0.705, 2.245)  0.232
H (0.114, 2.004, 1.114)  0.224
H (-1.928, -0.416, -1.144)  0.117

Frontier orbital gap = 0.3485 hartree
SMILES string = CSS.S


b.
Entry from the Open Molecules 2025 dataset: a 2-piece molecular cluster, CH6S3 overall (wB97M-V/def2-TZVPD).

Each line ends with the natural charge from an NBO analysis.
Element x y z (Å)
S (3.640, -0.532, 0.080)  -0.288
H (2.639, -1.257, -0.469)  0.142
H (2.931, 0.607, 0.220)  0.146
C (-1.738, 1.028, 1.621)  -0.703
S (-1.661, 1.076, -0.304)  0.048
S (-1.365, -0.999, -0.626)  -0.127
H (-1.448, 0.041, 1.966)  0.230
H (-0.971, 1.769, 1.943)  0.217
H (-2.699, 1.329, 2.069)  0.222
H (-0.089, -1.019, -0.226)  0.115

Frontier orbital gap = 0.3482 hartree
SMILES string = CSS.S


c.
Entry from the Open Molecules 2025 dataset: a 2-piece molecular cluster, CH6S3 overall (wB97M-V/def2-TZVPD).

Each line ends with the natural charge from an NBO analysis.
Element x y z (Å)
S (2.556, 1.429, 0.942)  -0.281
H (3.153, 0.219, 0.783)  0.142
H (2.886, 1.744, -0.307)  0.142
C (-0.508, -0.923, -0.446)  -0.792
S (-1.051, 0.585, -1.213)  0.129
S (-2.877, 0.761, -0.091)  -0.189
H (-0.730, -1.796, -1.116)  0.229
H (0.588, -0.773, -0.139)  0.243
H (-1.198, -1.189, 0.549)  0.233
H (-2.820, -0.056, 1.038)  0.143

Frontier orbital gap = 0.3065 hartree
SMILES string = CSS.S


Referenced to the most stable arrangement, the calculated values in eV are a 0.000; b 0.219; c 1.046.